A structure of composition C3H7CdO3. Source: OMol25; level of theory: the ωB97M-V functional and the def2-TZVPD basis.

Positions of all 14 atoms, in Å:
Cd -0.4039 -0.6247 -1.1786
O -1.9346 -0.6962 -2.4113
O 1.0551 -1.2030 -0.1862
O 0.4626 1.4823 1.9661
C -0.0337 0.3865 1.2231
C 1.1292 1.8883 0.9183
C 0.8771 -0.8246 1.1477
H 1.8525 -0.5877 1.6245
H -0.9757 0.1998 1.7564
H -2.8103 -0.3276 -2.2447
H -1.9382 -1.0704 -3.3003
H 0.4166 -1.6336 1.7482
H 2.0169 1.4431 0.4603
H 1.0704 2.9668 0.7517

Its LUMO energy (spin up / spin down) is -0.17071 / -0.17078 hartree. As for the largest force on an atom: 0.068 Eh/bohr. As for the HOMO energy (spin up / spin down): -0.45164 / -0.45160 Ha. Its multiplicity is 1. The calculation puts the relative energy (zero: lowest compared OMol25 entry of this formula, charge and spin) at 321.0 kJ/mol. For the electronic energy, the calculation gives -13918.47367 eV. As for the net charge: +1.